(1)
{"formula": "C4H3N", "method": "ωB97M-V/def2-TZVPD", "energy_ha": -208.710093, "lumo_ev": 0.80, "de_lowest_kj_mol": 503.3, "multiplicity": 1, "species": ["C", "C", "C", "C", "N", "H", "H", "H"], "xyz": [[0.65, 1.73, -0.24], [-0.43, -0.46, 0.03], [0.07, 0.83, 0.30], [1.07, -1.03, -0.27], [0.23, -0.78, -1.25], [0.93, 2.78, -0.04], [-1.06, -0.92, 0.83], [0.13, -0.92, -2.25]], "mulliken_charge": [-0.194, -0.005, -0.237, -0.342, -0.075, 0.295, 0.297, 0.261]}


(2)
{"formula": "C4H3N3O", "method": "ωB97M-V/def2-TZVPD", "energy_ha": -393.548717, "lumo_ev": -1.80, "de_lowest_kj_mol": 448.2, "multiplicity": 1, "species": ["O", "C", "C", "C", "N", "N", "N", "C", "H", "H", "H"], "xyz": [[-2.42, -0.61, -0.53], [-1.69, 0.29, -0.05], [-0.29, 0.06, -0.12], [0.09, -1.22, 0.26], [1.41, -1.48, 0.04], [2.38, -0.56, -0.52], [2.00, 0.64, -0.31], [0.75, 1.10, 0.16], [-1.98, 1.47, 0.19], [-0.70, -1.86, 0.64], [0.45, 2.17, 0.24]], "mulliken_charge": [-0.459, -0.067, 0.597, -0.028, -0.342, -0.266, -0.085, -0.254, 0.170, 0.414, 0.321]}


(3)
{"formula": "C4H3N3S", "method": "ωB97M-V/def2-TZVPD", "energy_ha": -716.565698, "lumo_ev": -0.90, "de_lowest_kj_mol": 269.8, "multiplicity": 1, "species": ["S", "C", "N", "C", "C", "C", "N", "N", "H", "H", "H"], "xyz": [[-2.06, 0.01, 0.51], [-0.73, 0.10, -0.32], [-0.10, 1.25, -0.69], [1.11, 1.44, -0.22], [1.77, 0.48, 0.63], [1.61, -0.83, 0.57], [0.84, -1.53, -0.39], [-0.15, -1.02, -0.95], [1.55, 2.47, -0.45], [2.54, 0.88, 1.37], [2.14, -1.56, 1.25]], "mulliken_charge": [-0.314, 0.314, -0.368, 0.073, -0.165, -0.151, -0.108, -0.236, 0.339, 0.262, 0.353]}


(4)
{"formula": "C4H3N3S2", "method": "ωB97M-V/def2-TZVPD", "energy_ha": -1114.671113, "lumo_ev": [-1.78, -1.78], "de_lowest_kj_mol": 388.1, "multiplicity": 1, "species": ["C", "C", "C", "C", "N", "N", "N", "S", "S", "H", "H", "H"], "xyz": [[-1.59, -1.88, -0.76], [1.33, 0.58, -0.46], [0.02, 1.22, 0.02], [2.22, 0.09, 0.48], [-2.07, -2.81, -1.20], [-0.52, 0.21, -0.82], [-1.09, -0.80, -0.18], [-0.20, 1.04, 1.82], [1.75, 0.05, 2.03], [1.60, 0.78, -1.48], [-0.23, 2.23, -0.28], [-1.22, -0.70, 0.84]], "mulliken_charge": [0.361, -0.297, 0.082, -0.176, -0.369, -0.311, 0.135, -0.343, 0.048, 0.366, 0.380, 0.124]}


(5)
{"formula": "C4H3N3Si", "method": "ωB97M-V/def2-TZVPD", "energy_ha": -607.875919, "lumo_ev": -2.13, "de_lowest_kj_mol": 9.5, "multiplicity": 1, "species": ["C", "C", "C", "C", "N", "N", "N", "Si", "H", "H", "H"], "xyz": [[3.07, 1.91, -0.05], [2.58, -0.98, -1.45], [2.47, -1.21, 1.43], [-0.19, -0.03, 0.07], [3.33, 3.02, 0.07], [3.12, -1.28, -2.41], [2.98, -1.84, 2.19], [1.68, -0.37, 0.06], [-0.43, 0.13, -0.88], [-0.82, -0.78, 0.62], [-0.39, 0.80, 0.76]], "mulliken_charge": [-0.054, 0.198, 0.252, -0.941, -0.398, -0.302, -0.258, 0.477, 0.332, 0.348, 0.344]}


(6)
{"formula": "C4H3NO", "method": "ωB97M-V/def2-TZVPD", "energy_ha": -284.044922, "lumo_ev": 0.34, "de_lowest_kj_mol": 336.5, "multiplicity": 1, "species": ["C", "C", "C", "O", "C", "N", "H", "H", "H"], "xyz": [[-0.89, 0.90, 1.84], [-0.42, 0.46, 0.82], [0.16, 0.00, -0.45], [-0.57, 0.38, -1.58], [1.00, -1.18, -0.47], [1.93, -1.88, -0.50], [-1.28, 1.31, 2.76], [1.41, 0.20, -0.66], [-1.34, -0.18, -1.76]], "mulliken_charge": [0.257, -0.325, -0.012, -0.479, 0.022, -0.424, 0.398, 0.220, 0.342]}


(7)
{"formula": "C4H3NO", "method": "ωB97M-V/def2-TZVPD", "energy_ha": -283.994019, "lumo_ev": [-0.57, -0.75], "de_lowest_kj_mol": 470.2, "multiplicity": 1, "species": ["O", "C", "C", "C", "C", "N", "H", "H", "H"], "xyz": [[-0.06, -1.71, -0.08], [0.17, -0.38, -0.08], [-0.53, 0.38, 0.89], [-1.08, 1.00, 1.77], [0.85, 0.27, -1.20], [1.67, 0.80, -1.89], [0.77, -2.18, -0.26], [-0.22, 0.26, -1.67], [-1.57, 1.56, 2.53]], "mulliken_charge": [-0.429, -0.237, -0.356, 0.277, 0.127, -0.420, 0.356, 0.275, 0.407]}


(8)
{"formula": "C4H3NO", "method": "ωB97M-V/def2-TZVPD", "energy_ha": -284.081259, "lumo_ev": 0.49, "de_lowest_kj_mol": 241.1, "multiplicity": 1, "species": ["C", "C", "C", "N", "C", "O", "H", "H", "H"], "xyz": [[-1.44, 0.33, -1.92], [-1.01, 0.05, -0.83], [-0.51, -0.26, 0.49], [0.65, -1.30, 0.62], [0.87, -0.09, 0.84], [1.82, 0.77, 1.16], [-1.81, 0.56, -2.89], [-1.26, -0.31, 1.28], [2.65, 0.28, 1.24]], "mulliken_charge": [0.362, -0.580, -0.281, -0.501, 0.346, -0.440, 0.394, 0.329, 0.371]}


(9)
{"formula": "C4H3NO", "method": "ωB97M-V/def2-TZVPD", "energy_ha": -284.082876, "lumo_ev": 0.27, "de_lowest_kj_mol": 236.9, "multiplicity": 1, "species": ["C", "C", "C", "N", "H", "C", "O", "H", "H"], "xyz": [[1.17, 0.12, -1.41], [0.17, -0.15, -2.00], [-0.86, -0.30, -2.87], [-1.68, -0.38, -3.70], [2.03, 0.35, -0.71], [-0.53, -1.16, 1.70], [-0.50, -0.16, 2.42], [0.47, -1.63, 1.60], [-1.51, -1.49, 1.29]], "mulliken_charge": [-0.087, 0.051, 0.057, -0.383, 0.368, -0.148, -0.397, 0.276, 0.263]}


(10)
{"formula": "C4H3NO2", "method": "ωB97M-V/def2-TZVPD", "energy_ha": -359.336384, "lumo_ev": -0.87, "de_lowest_kj_mol": 351.7, "multiplicity": 1, "species": ["O", "C", "C", "N", "O", "C", "C", "H", "H", "H"], "xyz": [[-2.71, 0.22, -0.45], [-1.74, -0.17, -1.02], [-0.28, -0.49, 0.13], [-0.89, -1.37, -0.43], [2.11, -1.10, 0.33], [1.81, 0.03, 0.69], [0.45, 0.52, 0.59], [-1.34, 0.19, -1.97], [2.54, 0.70, 1.18], [0.04, 1.46, 0.95]], "mulliken_charge": [-0.372, 0.149, 0.630, -0.369, -0.523, -0.015, -0.627, 0.396, 0.339, 0.393]}


(11)
{"formula": "C4H3NO2", "method": "ωB97M-V/def2-TZVPD", "energy_ha": -359.322199, "lumo_ev": 0.32, "de_lowest_kj_mol": 389.0, "multiplicity": 1, "species": ["N", "C", "C", "C", "C", "O", "O", "H", "H", "H"], "xyz": [[2.32, -0.67, 0.82], [1.23, -0.75, 0.28], [0.02, -0.90, -0.22], [-1.06, 0.05, 0.23], [-1.22, 1.21, -0.79], [-0.79, 0.98, 1.11], [-1.18, 2.27, -1.23], [3.03, -0.10, 0.37], [-0.20, -1.72, -0.89], [-2.04, -0.48, 0.28]], "mulliken_charge": [-0.481, 0.484, -0.816, 0.436, 0.303, -0.668, -0.245, 0.287, 0.397, 0.303]}


(12)
{"formula": "C4H3NO2", "method": "ωB97M-V/def2-TZVPD", "energy_ha": -359.362178, "lumo_ev": -0.03, "de_lowest_kj_mol": 284.0, "multiplicity": 1, "species": ["N", "C", "C", "O", "C", "C", "O", "H", "H", "H"], "xyz": [[-0.43, -0.98, 2.50], [-0.11, -0.56, 1.43], [0.57, 0.14, 0.38], [-0.02, 1.40, 0.14], [-0.58, 1.09, -1.11], [0.13, -0.29, -1.02], [0.44, -1.21, -1.79], [1.69, 0.18, 0.45], [-1.77, 1.14, -0.91], [-0.32, 1.68, -1.99]], "mulliken_charge": [-0.394, -0.022, 0.526, -0.372, -0.288, 0.290, -0.517, 0.294, 0.213, 0.271]}


Question: What is the formula in the sixth record?
Answer: C4H3NO


What did the second record say?
{"formula": "C4H3N3O", "method": "ωB97M-V/def2-TZVPD", "energy_ha": -393.548717, "lumo_ev": -1.80, "de_lowest_kj_mol": 448.2, "multiplicity": 1, "species": ["O", "C", "C", "C", "N", "N", "N", "C", "H", "H", "H"], "xyz": [[-2.42, -0.61, -0.53], [-1.69, 0.29, -0.05], [-0.29, 0.06, -0.12], [0.09, -1.22, 0.26], [1.41, -1.48, 0.04], [2.38, -0.56, -0.52], [2.00, 0.64, -0.31], [0.75, 1.10, 0.16], [-1.98, 1.47, 0.19], [-0.70, -1.86, 0.64], [0.45, 2.17, 0.24]], "mulliken_charge": [-0.459, -0.067, 0.597, -0.028, -0.342, -0.266, -0.085, -0.254, 0.170, 0.414, 0.321]}